Record 1
C8H23Cl2N7O2Zn | ωB97M-V/def2-TZVPD

Geometry as XYZ:
```
43
Properties=species:S:1:pos:R:3:forces:R:3
Zn -0.00251 -0.15346 0.56915 0.0189 -0.0721 0.0355
C -1.89615 2.05373 1.49130 0.0296 -0.0145 -0.0068
N -1.85508 0.59117 1.23376 -0.0392 0.0407 -0.0071
C -2.26293 -0.11389 2.47555 -0.0119 -0.0080 -0.0201
C -2.81692 0.26925 0.14855 0.0057 0.0296 0.0181
C -2.44151 -1.03140 -0.52576 0.0339 -0.0175 0.0024
N -1.04908 -0.97698 -1.05259 -0.0353 -0.0111 -0.0267
C -1.00224 -0.07645 -2.23026 0.0156 -0.0074 0.0000
C -0.67612 -2.34431 -1.48228 -0.0017 0.0133 -0.0031
H -2.92559 2.36639 1.68092 0.0063 0.0058 0.0105
H -1.51987 2.59523 0.62347 -0.0064 0.0022 -0.0038
H -1.28919 2.29139 2.36017 -0.0276 0.0006 -0.0155
H -3.23716 0.25513 2.80527 0.0044 0.0006 0.0016
H -1.53257 0.07072 3.25865 -0.0075 -0.0034 -0.0006
H -2.34447 -1.18461 2.28940 0.0108 0.0054 0.0115
H -2.81422 1.09107 -0.56643 0.0073 0.0036 -0.0005
H -3.83003 0.20671 0.55261 -0.0096 -0.0123 -0.0063
H -3.13393 -1.25299 -1.34228 -0.0111 0.0116 0.0005
H -2.49084 -1.86219 0.17963 0.0012 -0.0030 0.0086
H -1.74545 -0.38366 -2.97020 0.0001 -0.0021 0.0009
H -0.02082 -0.12556 -2.69379 0.0047 -0.0009 0.0106
H -1.19659 0.95588 -1.94565 -0.0034 -0.0023 -0.0003
H -1.40389 -2.71760 -2.20694 0.0023 0.0028 -0.0026
H -0.65647 -3.01153 -0.62361 0.0006 -0.0055 -0.0021
H 0.30070 -2.33588 -1.95802 0.0322 0.0106 0.0280
N 2.22746 -0.74730 -1.15186 -0.0707 -0.0625 0.0080
N 3.14908 0.22784 -0.77399 -0.0253 0.0797 0.0384
C 2.96122 0.96401 0.33413 0.0619 -0.0175 -0.0567
N 3.94781 1.74817 0.71999 0.0166 -0.0048 -0.0691
N 1.76418 0.82638 0.95051 -0.0298 0.0829 0.0930
N 1.60821 1.34568 2.23413 0.0209 -0.0511 -0.0761
O 2.40419 2.09848 2.73318 -0.1004 -0.0106 0.0600
O 0.58308 0.94842 2.76396 0.0732 0.0251 0.0427
H 2.63705 -1.66805 -1.01881 -0.0065 -0.0242 -0.0024
H 2.02400 -0.62722 -2.13724 -0.0125 -0.0176 -0.0286
H 4.02480 0.30347 -1.27096 0.0307 0.0063 -0.0022
H 4.82965 1.74168 0.23156 0.0081 0.0037 0.0120
H 3.83628 2.33606 1.53213 0.0057 0.0074 0.0156
Cl 0.88159 -2.19091 1.85786 0.0010 -0.0461 -0.0543
C -0.16822 -3.22723 2.92435 0.0464 0.0828 -0.0391
Cl -1.51557 -3.91219 2.05488 -0.0082 0.0104 -0.0123
H -0.51069 -2.58717 3.72766 -0.0207 -0.0094 0.0176
H 0.49407 -4.01104 3.27119 -0.0105 -0.0211 0.0210
```
Positions in Å, forces in eV/Å.

Computed properties:
HOMO: -16.67 eV
Gap between HOMO and LUMO: 10.35 eV
Net charge: +2
DFT total energy: -3551.49739 Ha
Strongest force on any atom: 0.002 hartree/bohr
Lowest unoccupied orbital energy: -0.23228 Eh

---

Record 2
C8H23IN2O3Pd | ωB97M-V/def2-TZVPD

Geometry as XYZ:
```
38
Properties=species:S:1:pos:R:3:forces:R:3
Pd -0.55214 -0.58223 0.94597 -0.5984 -0.6321 0.9970
I -3.13443 -0.19378 2.41150 0.7215 0.0227 -0.4342
O -0.08891 -2.22388 2.19380 -0.4768 0.4077 -0.1193
H -0.84368 -2.14584 2.80923 0.4810 -0.2330 -0.3114
C -0.99185 -3.47091 -2.40524 1.2468 -0.9292 -0.8253
C -0.37480 -2.60495 -1.29514 2.1770 -0.7254 -2.2467
C 0.74752 -1.60783 -1.74698 -1.0346 -0.5046 0.1224
O 1.24948 -0.90619 -0.58478 1.6996 0.0390 -1.5368
C 2.36552 -0.01900 -0.96504 -0.5410 -0.4687 0.2084
N -1.43711 -1.91648 -0.72632 -2.3530 0.9006 1.7501
H -1.71181 -4.18905 -2.01276 -0.1446 0.2580 0.3757
H -0.26116 -4.12143 -2.88587 0.3154 0.0130 -0.0542
H -1.47191 -2.95374 -3.23600 -0.0582 0.5192 0.2082
H 0.13513 -3.27923 -0.60708 -0.2928 0.1656 0.4870
H 0.40842 -0.86619 -2.47023 -0.4826 0.1892 -0.0587
H 1.45636 -2.21326 -2.31187 0.7680 0.0806 0.4997
H 2.97782 0.24479 -0.10272 -0.4123 -0.2228 0.2800
H 2.03025 0.90491 -1.43632 -0.4500 0.0237 0.0457
H 3.05645 -0.47923 -1.67137 -0.2200 -0.4573 -0.0296
H -2.04080 -1.62590 -1.48212 0.1223 1.1308 -0.4077
H -2.07893 -2.62787 -0.40675 -0.0625 -0.1816 1.3492
C 1.32589 3.09936 2.58985 -0.0437 1.4081 -0.3460
C 0.24267 2.21352 1.95465 -0.2670 3.9964 0.5674
C -0.21052 2.59452 0.51790 1.1770 -0.6514 1.4952
O -0.83915 1.43682 0.02032 0.3627 0.7737 -0.3453
C -1.63133 1.59688 -1.10112 -1.5393 -0.3756 -1.0247
N 0.78100 0.94521 2.03050 -0.6595 -3.3153 0.3207
H 2.22580 3.07239 1.97542 0.2159 0.0655 0.0179
H 1.57695 2.78104 3.60166 -0.0485 -0.5302 -0.1233
H 1.06090 4.14317 2.75814 -0.1989 0.2137 -0.4441
H -0.58917 2.36978 2.64147 -0.4770 -0.8251 -0.2795
H 0.71851 2.76325 -0.02663 0.0077 0.3524 -0.5682
H -0.83756 3.48590 0.53702 -0.1487 -0.1146 -0.1756
H -1.30449 2.30681 -1.86091 0.4921 0.2673 0.2648
H -2.65431 1.84030 -0.81415 -0.1060 0.3132 0.1309
H -1.72675 0.63455 -1.60403 0.2516 -0.0853 0.0634
H 0.66692 0.68423 2.99951 0.4685 -0.8013 0.0584
H 1.75523 0.90956 1.76649 0.1083 -0.0870 0.0883
```
Positions in Å, forces in eV/Å.

Computed properties:
HOMO (alpha / beta): -7.09 / -7.42 eV
Multiplicity: 3
Gap between HOMO and LUMO (alpha / beta): 7.39 / 7.36 eV
Net charge: 0
DFT total energy: -1079.31702 Ha
Strongest force on any atom: 0.079 hartree/bohr
Energy relative to the best compared isomer or geometry (same formula, charge and spin): 105.33 kJ/mol
Lowest unoccupied orbital energy (alpha / beta): 0.01105 / -0.00201 Eh

---

Record 3
C8H23N6O6Zn | ωB97M-V/def2-TZVPD

Geometry as XYZ:
```
44
Properties=species:S:1:pos:R:3:forces:R:3
Zn 25.99053 -8.57219 2.60365 -1.2180 0.4670 -1.3348
C 23.08433 -7.39213 1.00289 -0.2128 1.3409 0.1024
C 22.89000 -8.46998 2.09031 0.7312 0.2034 0.1557
C 22.44810 -9.78247 1.41634 0.5493 -0.6160 -0.1325
O 23.95990 -8.54621 3.01443 -0.2561 -0.4349 -1.1820
H 23.57165 -6.50901 1.41607 0.8133 -0.3684 0.3017
H 22.16780 -6.86800 0.73202 -0.8500 -0.6125 -0.2370
H 23.56694 -7.61766 0.05194 0.3044 -0.5293 0.2332
H 21.98213 -8.13936 2.59487 -0.2106 0.2218 0.7088
H 22.42435 -10.67233 2.04538 0.1944 0.2143 0.6569
H 23.13677 -10.04396 0.61294 0.0369 0.0388 -0.2702
H 21.43091 -9.75523 1.02557 -0.0720 0.4705 -0.3115
O 26.91202 -10.03803 1.41323 -0.5896 1.1243 1.3523
C 27.49902 -9.25342 0.43531 -0.4240 0.2782 -0.9016
C 26.77829 -7.85841 0.12896 -0.7519 -0.4998 0.8078
O 26.50808 -7.08151 1.25741 0.9296 -0.9881 0.9119
H 27.56837 -9.91364 -0.42921 -0.1795 0.3391 -1.0305
H 28.54714 -9.02588 0.62963 0.5859 0.3305 0.5908
H 25.77826 -8.02001 -0.27345 -0.2391 -0.8424 -0.8332
H 27.30113 -7.26895 -0.62421 0.6741 -0.0826 -0.3237
C 27.79384 -6.81425 4.65479 -1.7155 -1.2462 -3.2985
O 26.86231 -7.32561 4.03875 0.0591 0.3628 1.5808
N 28.05446 -6.93854 5.91994 -0.6650 -1.2965 4.8051
N 28.74217 -6.13065 4.07893 2.3152 2.0051 -1.5317
H 28.82096 -6.46817 6.37962 -0.4585 -0.2679 -0.0647
H 27.42515 -7.51690 6.45806 0.2163 0.2391 0.0669
H 28.74612 -5.96916 3.08193 -0.0400 -0.0311 0.1292
H 29.46642 -5.85263 4.72566 0.2641 0.3740 -1.1891
C 25.71213 -13.17824 2.55491 -1.6295 -0.4045 -0.3862
O 25.28291 -14.29348 2.73415 -0.7503 -2.2061 0.6811
N 25.02170 -12.12704 2.17589 -2.8449 1.6646 -0.8482
N 26.94007 -12.78846 2.67767 4.9285 0.2381 0.9719
H 24.01203 -12.10273 2.16771 0.4536 -0.1187 -0.1109
H 25.55816 -11.30997 1.92153 -0.5283 0.6729 -0.3034
H 27.70044 -13.41422 2.90209 -0.4144 0.1225 -0.2295
H 27.11053 -11.82816 2.41527 0.8704 0.2210 -0.0762
C 26.53861 -10.58771 5.13068 0.5297 1.9207 -4.0937
O 26.23547 -10.00346 4.08989 -0.3311 -0.7231 1.4173
N 27.81534 -10.80946 5.41425 2.5040 -0.7400 1.7517
N 25.71084 -11.06818 6.01858 -1.7111 -0.8006 1.8729
H 27.97370 -11.30769 6.27842 0.6320 0.1156 -0.3629
H 28.61918 -10.51730 4.87707 -0.7076 0.0669 -0.1633
H 24.72670 -11.09675 5.79331 0.2128 -0.0978 0.1879
H 26.14921 -11.59527 6.76027 -1.0051 -0.1259 -0.0709
```
Positions in Å, forces in eV/Å.

Computed properties:
HOMO: -3.57 eV
Gap between HOMO and LUMO: 5.67 eV
Net charge: -1
DFT total energy: -2878.02442 Ha
Strongest force on any atom: 0.098 hartree/bohr
Energy relative to the best compared isomer or geometry (same formula, charge and spin): 200.23 kJ/mol
Lowest unoccupied orbital energy: 0.07699 Eh

---

Record 4
C8H24BCaF5O4 | ωB97M-V/def2-TZVPD

Geometry as XYZ:
```
43
Properties=species:S:1:pos:R:3:forces:R:3
Ca -0.12562 0.47887 -0.31094 0.4957 -0.0272 0.8287
B -2.68961 0.80758 -3.44842 -2.5337 -0.6398 -0.5336
F -2.74369 1.63973 -2.37932 1.3414 2.0378 2.7458
F -3.83899 0.06214 -3.32997 -1.5498 -1.2627 -0.2474
F -2.71297 1.50722 -4.59933 0.7258 0.8026 -1.4809
F -1.66205 -0.07932 -3.32668 2.9190 -1.0445 0.5813
F 1.81970 0.43376 2.32443 -1.2650 0.0198 -1.7538
C 2.81651 4.64320 -3.52677 -0.2075 -0.0593 0.3819
C 1.37787 4.31718 -3.11456 0.9155 0.1049 -0.7304
O 1.35368 3.71909 -1.81503 -0.6749 -0.6280 -0.1741
H 3.49455 3.79471 -3.43512 -0.2263 -0.2135 0.0668
H 3.17834 5.40397 -2.83510 0.2481 0.2611 -0.2559
H 2.87777 4.97755 -4.56241 -0.0930 0.2701 0.1096
H 0.94675 3.64665 -3.85794 -0.1040 -0.4642 0.4923
H 0.77334 5.22034 -3.19806 -0.1014 0.1175 0.4710
H 1.74692 4.29279 -1.15334 0.0973 0.2690 -0.1805
C -1.77027 -4.32724 2.90566 0.3086 -0.2308 -0.0075
C -0.87019 -3.79793 1.79099 -0.5216 -1.7085 1.1437
O -1.57289 -2.85030 1.02767 0.6179 1.3336 -0.3382
H -1.34964 -5.25352 3.29703 -0.0724 -0.1380 -0.0233
H -2.75767 -4.53439 2.49308 -0.1509 -0.0483 0.2656
H -1.81890 -3.64317 3.75289 -0.2717 0.1664 -0.1891
H -0.60989 -4.64227 1.15269 0.2726 -0.0444 -0.1296
H 0.03194 -3.48101 2.31428 0.0672 0.9430 -0.7867
H -2.33115 -3.31132 0.66147 -0.1156 0.0848 -0.0908
C -4.31658 0.46403 3.68450 -0.2302 -0.1655 -0.0085
C -2.88076 0.96641 3.61692 -0.8100 -1.0413 1.2903
O -2.68559 1.63673 2.42199 0.7105 0.6042 -1.2296
H -4.40365 -0.27105 4.48462 -0.3353 0.1717 0.1222
H -4.63297 -0.00851 2.75461 0.5108 -0.3506 -0.1266
H -5.06286 1.25455 3.76352 0.1243 0.2334 0.5878
H -2.22791 0.10280 3.74361 0.3160 0.1297 -0.5555
H -2.63250 1.63515 4.44111 -0.1337 -0.0158 0.2967
H -3.23542 2.41462 2.54113 0.0692 0.3247 -0.6381
C 4.74308 -2.32014 -0.17829 -0.7753 0.4102 -0.1661
C 4.21854 -1.33863 -1.31435 2.3788 -1.6470 0.9612
O 2.86337 -1.52291 -1.59133 -1.1414 0.2328 -0.0325
H 4.10421 -2.31411 0.70484 -0.0808 0.4003 0.0149
H 5.76600 -2.16328 0.16395 0.0054 0.4827 -0.2498
H 4.72412 -3.35868 -0.50870 -0.1185 -0.0042 -0.4274
H 4.78469 -1.66967 -2.18498 0.1634 0.4188 -0.2966
H 4.47709 -0.29449 -1.13821 -0.3938 -0.0691 0.2688
H 2.83331 -2.23711 -2.23213 -0.3809 -0.0163 0.0239
```
Positions in Å, forces in eV/Å.

Computed properties:
HOMO: -9.29 eV
Gap between HOMO and LUMO: 7.08 eV
Net charge: 0
DFT total energy: -1822.05156 Ha
Strongest force on any atom: 0.071 hartree/bohr
Energy relative to the best compared isomer or geometry (same formula, charge and spin): 732.30 kJ/mol
Lowest unoccupied orbital energy: -0.08097 Eh

---

Record 5
C8H24IMnO4 | ωB97M-V/def2-TZVPD

Geometry as XYZ:
```
38
Properties=species:S:1:pos:R:3:forces:R:3
Mn 2.52344 2.22518 -2.44276 -1.8349 -0.7669 1.1555
I 0.29309 1.30239 -1.06657 1.7914 0.8506 -1.1348
C 1.15185 3.36904 4.52454 -0.1397 1.3813 2.2937
C 1.09252 2.20953 3.59741 0.6890 -0.3643 -0.1933
O 1.26192 2.70010 2.25512 -0.0368 -0.1351 -0.0305
H 2.11215 3.87445 4.67883 0.2083 -0.2452 -1.0418
H 0.99511 3.13415 5.58991 -0.3487 -0.8261 -0.3520
H 0.42022 4.17127 4.40047 -0.0851 -0.2433 -0.6957
H 0.18950 1.60056 3.67873 -0.2687 0.3681 0.0373
H 1.91557 1.52635 3.84404 0.0424 0.0563 -0.0696
H 1.28851 1.93668 1.67232 -0.0448 -0.0352 0.0396
C -2.53880 -2.70773 2.29954 0.0136 0.7056 0.2440
C -1.83161 -1.93622 1.20589 -0.1016 -0.0305 -0.4866
O -1.94992 -0.53598 1.50609 0.4014 -0.1472 0.3707
H -3.48794 -2.19437 2.46343 -0.2171 -0.4319 -0.0551
H -2.00648 -2.63185 3.24975 0.1810 0.0328 -0.1116
H -2.65994 -3.76407 2.07864 -0.1604 0.0244 -0.2051
H -2.29871 -2.06846 0.22229 -0.1075 -0.4224 0.1551
H -0.79106 -2.26661 1.09906 0.0608 0.2222 0.1373
H -1.49472 -0.04295 0.82032 -0.0815 0.0184 -0.0116
C 3.81028 -2.21695 0.44967 -0.6434 -0.6272 1.2156
C 2.34997 -2.62251 0.60731 -0.6422 0.5605 -1.4202
O 1.58779 -2.26606 -0.58384 0.1785 -0.0070 0.1358
H 3.92222 -1.13464 0.50134 0.0437 0.0591 -0.2440
H 4.25197 -2.65388 -0.43904 0.0562 0.0834 -0.0885
H 4.28421 -2.62827 1.34892 0.4359 0.1188 -0.2596
H 1.87595 -2.13826 1.46286 0.1769 -0.1582 0.2048
H 2.19131 -3.69759 0.65581 0.3724 -0.0334 0.3397
H 1.20138 -1.39498 -0.47312 0.0446 0.0277 0.1235
C -2.66536 1.66373 -6.24679 -0.8816 -0.3135 0.0389
C -1.85600 0.84906 -5.27882 0.9719 0.5081 0.2603
O -2.02019 1.33575 -3.93024 -0.0634 -0.3633 -0.3698
H -2.41545 2.71983 -6.31572 0.3574 -0.0684 0.0530
H -3.71819 1.62038 -5.95195 0.0508 -0.0102 0.0247
H -2.61640 1.18490 -7.22570 0.1405 0.2194 -0.0872
H -0.77879 0.94892 -5.49665 -0.1529 -0.1318 -0.3073
H -2.09891 -0.21303 -5.37283 -0.2031 0.0636 0.1897
H -1.49050 0.74217 -3.38826 -0.2035 0.0608 0.1452
```
Positions in Å, forces in eV/Å.

Computed properties:
HOMO (alpha / beta): -12.47 / -12.47 eV
Multiplicity: 6
Gap between HOMO and LUMO (alpha / beta): 4.47 / 4.56 eV
Net charge: +1
DFT total energy: -2068.46203 Ha
Strongest force on any atom: 0.052 hartree/bohr
Energy relative to the best compared isomer or geometry (same formula, charge and spin): 0.00 kJ/mol
Lowest unoccupied orbital energy (alpha / beta): -0.29416 / -0.29087 Eh